(1)
13
Properties=species:S:1:pos:R:3:forces:R:3 method="wB97M-V/def2-TZVPD" largest_force_ev_per_a=1.842 orbital_gap_ev=10.13 lumo_energy_ev=0.751 smiles="CNC(=O)CO" relative_energy_ev=2.919 homo_energy_ev=-9.3823
O 0.353 -0.025 1.463 -1.4311 -0.4482 0.8817
O -2.325 -0.227 -0.905 0.0774 0.2998 -0.2548
N 0.559 0.106 -0.705 0.9613 0.3120 1.4861
C -1.679 -0.395 0.336 0.0180 -0.1121 0.1782
C -0.201 -0.086 0.365 0.0270 -0.1006 1.1033
C 2.119 0.285 0.093 -0.4761 -0.1054 -1.7760
H 0.114 -0.057 -1.638 1.4694 0.3133 0.9080
H -1.791 -1.447 0.619 0.0149 0.1418 -0.0532
H 2.285 0.804 1.073 -1.2558 -0.2190 -1.2489
H 2.592 0.848 -0.679 0.7969 -0.0467 -0.5895
H 2.477 -0.735 0.229 -0.0974 0.2088 -0.3724
H -2.374 0.721 -1.079 -0.0964 -0.1449 -0.0586
H -2.125 0.203 1.143 -0.0080 -0.0988 -0.2039


(2)
21
Properties=species:S:1:pos:R:3:forces:R:3 method="wB97M-V/def2-TZVPD" largest_force_ev_per_a=0.960 orbital_gap_ev="11.77 / 6.69" lumo_energy_ev="-3.222 / -8.288" multiplicity=2 charge=+1 relative_energy_ev=0.000 homo_energy_ev="-14.9914 / -14.9814"
S 0.666 1.345 -0.422 -0.6592 -0.4584 0.5269
O -2.911 1.199 -0.244 0.6147 -0.1548 -0.1568
O 3.323 -0.076 1.118 -0.4003 -0.1541 -0.0886
O -2.662 -1.607 0.553 -0.5531 0.1930 0.0223
C -0.157 1.544 1.169 0.1955 0.0880 -0.1884
C 0.384 -0.400 -0.828 0.2315 0.1098 -0.0198
C 1.514 -0.963 -1.683 0.1924 0.3872 0.0580
H -0.504 0.597 1.568 0.0522 -0.0851 -0.1316
H 1.695 -0.353 -2.567 -0.1321 -0.0998 -0.1181
H 2.713 0.572 0.755 0.1957 0.1493 0.0890
H 0.285 -0.936 0.113 -0.0451 0.0471 0.1275
H 0.547 2.021 1.853 0.1150 0.0482 -0.0510
H 2.439 -0.981 -1.106 -0.0399 -0.1474 0.0109
H 4.164 0.382 1.142 0.3416 0.0531 0.0681
H -0.591 -0.422 -1.328 -0.0285 0.0618 -0.0211
H -1.011 2.209 1.025 -0.0498 0.0316 -0.1686
H 1.261 -1.976 -1.984 -0.0337 0.0131 -0.0347
H -3.544 -1.788 0.930 0.5024 0.0684 -0.2716
H -2.043 -1.924 1.210 0.0770 -0.2298 0.2497
H -2.797 1.308 -1.196 -0.3140 0.0213 0.0647
H -2.769 0.250 -0.076 -0.2623 0.0575 0.0331